37
Properties=species:S:1:pos:R:3:forces:R:3:nbo_charge:R:1 method="wB97M-V/def2-TZVPD" homo_lumo_gap_ha=0.3513 fmax_ev_per_a=2.6 relative_energy_ev=1.780 mol_weight_g_mol=369.06 homo_ha=-0.268 energy_ha=-3599.56788 total_charge=-1
As 0.068 0.379 -0.206 -1.870 1.769 -0.562 2.806
F -1.497 0.481 -1.163 2.097 -0.249 1.532 -0.622
F 0.753 -0.826 -1.286 -0.176 0.947 1.953 -0.604
F 1.572 0.400 0.836 -1.666 -0.092 -0.993 -0.651
F -0.584 1.565 0.968 0.612 -0.802 -1.299 -0.619
F -0.694 -0.886 0.816 0.954 0.638 -0.751 -0.645
F 0.690 1.709 -1.289 -0.504 -1.615 1.575 -0.623
O -1.521 -2.705 -1.493 0.259 -0.514 0.433 -0.938
H -2.071 -2.821 -0.718 -0.051 0.098 0.353 0.488
H -1.358 -3.595 -1.806 0.137 -0.254 -0.141 0.482
O 0.538 -1.234 -3.735 0.114 -0.395 -1.047 -0.948
H 1.493 -1.215 -3.801 0.224 0.035 0.086 0.453
H 0.364 -1.310 -2.796 -0.066 0.143 -0.123 0.480
O -3.766 0.236 2.294 -0.412 0.030 0.093 -0.944
H -3.146 0.168 3.020 0.282 0.059 0.116 0.471
H -3.383 -0.302 1.601 0.235 -0.043 -0.249 0.474
O 0.491 0.939 3.570 0.091 -0.172 0.718 -0.947
H 0.584 1.891 3.540 -0.214 0.175 -0.116 0.459
H 0.927 0.630 2.776 -0.044 -0.078 -0.507 0.485
O -2.111 -1.059 -3.383 -0.563 0.460 -1.199 -0.958
H -1.742 -1.627 -2.707 -0.088 -0.065 0.218 0.479
H -2.970 -0.810 -3.043 -0.098 0.135 0.134 0.448
O -0.446 -3.763 1.347 -0.088 -0.527 -0.037 -0.960
H -0.808 -3.543 2.205 -0.049 0.097 0.196 0.465
H -0.161 -2.925 0.984 0.056 0.462 -0.215 0.493
O 3.515 2.106 3.027 0.301 0.231 0.057 -0.929
H 2.661 2.514 3.168 -0.119 0.063 -0.023 0.458
H 3.350 1.167 3.112 -0.029 -0.255 -0.018 0.470
O 3.250 2.768 -1.682 0.507 0.186 -0.005 -0.950
H 3.259 3.454 -2.350 0.028 0.118 -0.138 0.453
H 2.325 2.541 -1.584 -0.416 -0.285 0.122 0.490
O -3.771 2.650 -1.050 -0.393 0.152 -0.175 -0.949
H -3.211 1.971 -0.672 0.368 -0.309 0.031 0.488
H -3.509 3.454 -0.602 0.090 0.125 0.105 0.461
O 3.929 -0.702 0.460 0.730 -0.270 -0.002 -0.952
H 3.154 -0.185 0.683 -0.218 0.206 -0.167 0.487
H 3.828 -1.513 0.958 -0.019 -0.206 0.043 0.451